Record 1
52
Properties=species:S:1:pos:R:3:forces:R:3:mulliken_charge:R:1 method="wB97M-V/def2-TZVPD" mol_weight_g_mol=294.34 homo_lumo_gap_ev=8.62 e_tot_ha=-1114.74108
C 0.40037 2.84309 -0.69035 -0.21 0.28 -0.37 -0.9253
C 0.93703 1.65142 -0.92662 -0.30 -0.25 0.05 -1.1921
C 0.50403 0.38645 -0.27543 -0.50 0.00 -0.02 1.3548
C -0.62035 -0.20087 -0.70158 0.06 0.31 0.52 1.0305
C -1.25294 -1.45778 -0.21996 -1.04 0.30 0.41 -2.2349
C 1.42420 -0.14778 0.78684 0.08 -0.30 0.15 0.3383
C 2.83259 -0.46702 0.26699 -0.19 -0.06 -0.19 -1.6679
H 0.68948 3.75029 -1.19564 0.41 0.02 -0.35 0.3296
H -0.42519 3.03028 -0.02147 -0.13 -0.43 0.33 0.1031
H 1.72447 1.51172 -1.65143 0.33 0.31 -0.26 0.4144
H -1.15046 0.26333 -1.51693 0.11 0.21 0.03 0.5380
H -2.34925 -1.36646 -0.10922 0.32 0.31 -0.12 0.3035
H -0.90129 -1.78783 0.74709 0.26 -0.06 0.22 0.3891
H -1.08874 -2.24889 -0.94858 -0.76 0.60 0.47 0.5923
H 1.47161 0.55181 1.62321 0.12 0.14 -0.08 0.1048
H 1.00675 -1.04519 1.23442 -0.07 -0.20 -0.08 -0.2965
H 2.78909 -1.31703 -0.41321 -0.03 -0.06 -0.01 0.3528
H 3.50393 -0.73194 1.08389 0.06 0.08 0.01 0.4339
H 3.26350 0.34563 -0.32443 0.03 0.06 0.21 0.3833
O 0.04102 2.43556 2.70659 0.48 0.33 0.03 -0.6053
H 0.10170 3.06368 3.44477 0.02 -0.24 -0.37 0.2283
H 0.88950 2.54278 2.18652 -0.48 0.06 0.39 0.3467
O -2.49340 1.79437 1.59679 0.84 0.44 0.50 -0.6923
H -1.59283 2.13296 1.86220 -0.76 -0.35 -0.29 0.3317
H -3.10104 2.28671 2.16386 0.00 -0.08 -0.14 0.2870
O 0.04610 -3.18788 -1.73127 1.01 -0.60 -0.09 -0.6267
H -0.09997 -4.08703 -2.01792 0.08 -0.37 -0.17 0.2274
H 0.22022 -3.24546 -0.75838 0.19 -0.49 -0.66 0.3412
O 2.27960 -0.19682 -3.80226 -0.17 -0.70 -0.14 -0.6677
H 2.72763 -0.97980 -4.16933 -0.21 0.56 0.23 0.2961
H 1.33413 -0.49438 -3.73820 0.41 0.25 -0.03 0.4298
O -0.31498 -1.11116 -3.61443 -0.27 -0.31 0.51 -0.8395
H -0.26314 -1.74950 -2.85903 -0.14 0.66 -0.79 0.3826
H -1.05963 -0.48083 -3.45429 0.55 -0.57 0.00 0.3931
O 2.47252 2.85108 1.50088 -0.08 0.41 0.18 -0.7533
H 3.14154 2.22986 1.77762 0.40 -0.30 0.18 0.3151
H 2.39673 2.73182 0.54564 -0.22 0.00 -0.14 0.3573
O -3.37353 1.91590 -1.02987 -0.41 -0.50 0.68 -0.7070
H -2.90102 1.82672 -0.15939 -0.45 0.09 -0.66 0.3644
H -4.22176 1.44152 -0.89703 0.79 0.43 -0.14 0.3271
O -2.29240 0.78444 -3.33710 -0.51 0.62 0.62 -0.6819
H -2.61675 1.26562 -2.52756 0.13 -0.51 -0.47 0.3073
H -2.03580 1.49588 -3.92537 0.12 0.08 -0.29 0.3225
O -1.00750 -0.11087 3.33466 0.33 0.24 0.10 -0.7844
H -1.73589 0.00353 2.71366 -0.07 0.10 -0.10 0.3334
H -0.47497 0.70939 3.22950 -0.29 -0.50 -0.03 0.3704
O 0.47771 -3.95441 0.86857 -0.05 0.37 0.46 -0.6379
H 0.25984 -3.40916 1.66959 0.24 -0.61 -0.30 0.3756
H 0.25362 -4.86313 1.09233 -0.01 0.13 0.05 0.2854
O -0.02964 -2.69874 3.28496 -0.12 0.66 0.09 -0.6761
H -0.37017 -1.76087 3.26344 0.29 -0.60 0.20 0.3955
H 0.58371 -2.74501 4.03224 -0.22 0.06 -0.31 0.3025



Record 2
65
Properties=species:S:1:pos:R:3:forces:R:3:lowdin_spin:R:1 method="wB97M-V/def2-TZVPD" multiplicity=2 mol_weight_g_mol=430.41 total_charge=+1 homo_lumo_gap_ev="8.24 / 2.41" s_squared=0.77 e_tot_ha=-1671.06380
C 16.51400 -8.60408 -9.07343 -3.71 0.46 -0.32 0.0000
O 15.82401 -8.67659 -10.07205 -0.53 -0.23 -0.22 0.0000
N 16.07076 -8.43304 -7.82170 -1.20 0.09 1.68 0.0000
N 17.79931 -8.61958 -9.11823 5.10 -0.35 -0.95 0.0000
H 15.07858 -8.41656 -7.63351 0.34 0.09 -0.02 0.0000
H 16.73676 -8.20884 -7.09626 -0.62 -0.04 -0.03 0.0000
H 18.13244 -8.85985 -10.04094 0.46 0.03 0.32 0.0000
H 18.34521 -8.79545 -8.28687 0.12 -0.10 -0.52 0.0000
C 15.96426 -13.89206 -7.19987 -0.35 -1.20 0.93 0.0000
O 15.28080 -14.87667 -7.21202 -0.94 -1.74 -0.72 0.0000
N 15.76253 -12.85360 -6.45013 -0.92 4.01 2.92 0.0000
N 17.12102 -13.73587 -7.82770 2.94 -1.01 -2.85 0.0001
H 15.13873 -12.82961 -5.65615 -0.22 -0.45 -0.54 0.0000
H 16.55736 -12.23785 -6.35414 -0.54 0.23 0.11 0.0000
H 17.69543 -12.90812 -7.75707 -0.15 -0.31 0.11 0.0000
H 17.49550 -14.57092 -8.25498 -0.03 0.38 -0.01 0.0000
C 21.08498 -16.57611 -12.51449 0.07 -3.93 -3.09 0.0701
O 21.14661 -17.67727 -13.02919 0.13 1.43 1.01 -0.0505
N 21.26934 -16.17784 -11.27489 0.20 -1.01 2.87 0.4152
N 20.60872 -15.48466 -13.13294 -0.81 2.77 -1.87 0.5193
H 21.16422 -15.20038 -11.04333 0.15 1.03 0.88 0.0063
H 21.13981 -16.90019 -10.58097 0.45 -0.10 0.44 0.0096
H 20.19997 -15.47880 -14.05652 -0.22 -0.55 -0.31 0.0111
H 20.52985 -14.59999 -12.65207 -0.08 0.41 0.13 0.0073
C 23.80624 -13.19559 -13.93868 -2.20 1.69 -0.64 0.0025
C 24.61000 -12.68404 -12.81161 0.20 1.28 1.19 0.0006
O 25.03871 -13.76227 -11.99162 0.25 0.54 -0.79 0.0000
O 23.00486 -12.04347 -14.40672 0.65 -1.00 -0.02 0.0007
H 23.03721 -13.88718 -13.59458 0.39 -0.65 0.26 0.0017
H 24.38792 -13.62594 -14.75387 0.08 -0.03 0.00 0.0002
H 24.11543 -11.92929 -12.20018 -1.12 -0.71 0.33 0.0001
H 25.34008 -11.95336 -13.15975 1.19 -0.80 -0.47 0.0002
H 25.43359 -14.32071 -12.66528 0.55 -0.73 0.48 0.0000
H 22.23701 -12.45722 -14.80773 -0.09 0.41 -0.35 0.0001
C 20.80777 -12.34382 -10.69572 -0.07 3.08 -1.87 0.0002
C 20.03868 -11.45451 -9.75272 -0.08 0.05 0.66 -0.0001
O 20.58572 -11.57478 -8.44686 0.32 -0.37 -0.06 0.0000
O 20.76906 -13.67939 -10.43357 -1.24 -2.24 0.56 -0.0007
H 21.86786 -12.12668 -10.82670 -0.01 0.91 0.05 0.0002
H 20.24589 -12.11386 -11.60098 0.42 -0.28 -0.65 0.0000
H 18.98531 -11.73273 -9.78615 -0.22 -0.46 0.19 0.0000
H 20.00882 -10.42240 -10.10194 0.61 -0.01 -0.23 0.0000
H 20.24614 -10.91397 -7.83889 -0.36 0.14 -0.07 0.0000
H 20.79472 -13.68435 -9.47393 0.30 -0.78 0.93 -0.0001
O 18.09071 -11.19330 -6.10572 -0.06 0.00 -0.17 0.0000
H 18.41930 -11.53694 -5.27495 0.20 -0.19 0.34 0.0000
H 18.70218 -10.49330 -6.33453 0.23 0.20 -0.08 0.0000
O 23.75908 -12.25255 -8.19532 0.35 0.20 0.18 0.0000
H 23.51587 -11.59940 -8.85142 -0.02 0.18 -0.12 0.0000
H 22.98517 -12.80979 -8.11305 -0.13 -0.12 -0.20 0.0000
O 20.19912 -9.27438 -6.95133 -0.28 -0.02 -0.05 0.0000
H 20.82352 -8.94533 -7.59793 0.37 0.15 -0.24 0.0000
H 19.94988 -8.50208 -6.44372 -0.01 0.29 0.38 0.0000
O 20.14712 -9.54550 -12.47909 -0.09 -0.28 0.28 0.0000
H 19.97018 -8.60971 -12.38301 -0.14 0.31 -0.08 0.0000
H 20.97989 -9.58523 -12.94937 0.28 -0.03 -0.21 0.0000
O 17.93327 -13.86870 -11.92997 0.59 -0.05 -0.35 0.0062
H 17.06092 -14.25210 -11.83915 -0.43 -0.03 -0.03 -0.0001
H 18.42707 -14.21727 -11.18774 0.05 0.06 0.45 -0.0003
O 21.77059 -14.30338 -8.05021 -0.26 -0.20 -0.21 0.0001
H 22.04304 -14.31351 -7.13266 0.00 0.10 0.65 0.0000
H 21.62799 -15.22441 -8.26840 0.17 -0.34 0.13 0.0000
O 21.60292 -12.03655 -5.66106 -0.23 -0.30 0.31 0.0000
H 22.30800 -11.40217 -5.79011 0.33 0.12 -0.04 0.0000
H 21.21919 -12.14909 -6.53072 -0.12 -0.02 -0.36 0.0000



Record 3
57
Properties=species:S:1:pos:R:3:forces:R:3:mulliken_charge:R:1 method="wB97M-V/def2-TZVPD" mol_weight_g_mol=312.38 total_charge=+1 homo_lumo_gap_ev=8.52 e_tot_ha=-1171.63564
C 1.07396 -1.80108 -1.71450 2.35 -0.65 -1.83 -0.9658
C 1.39268 -0.40961 -1.29048 -1.23 1.99 0.72 -0.4688
C 0.51425 -0.14052 -0.05049 0.92 -0.77 0.95 0.3655
C -0.08754 1.24956 1.82291 0.71 0.84 -1.16 0.3028
C 0.60466 1.19182 0.67191 -0.70 -1.30 0.88 -0.5618
C 1.42690 2.26216 0.15737 2.67 1.88 -1.79 -1.1379
C -0.24381 2.49386 2.64263 -0.35 -1.39 1.22 -1.8392
N -0.32478 -1.80932 -2.23816 0.53 -1.66 -0.39 0.1109
H 1.81659 -2.17476 -2.47193 -1.06 0.65 -0.08 0.4048
H 1.26987 -2.57170 -0.96052 -0.96 0.46 0.29 0.3107
H 1.16259 0.38565 -2.02947 -0.19 -0.90 -0.18 0.0819
H 2.42452 -0.16531 -1.10856 0.63 -0.65 0.48 0.5130
H 0.82440 -0.90206 0.70087 -0.16 0.28 -0.30 0.0739
H -0.54437 -0.37647 -0.21150 0.11 0.21 -0.36 0.5116
H -0.54501 0.32786 2.13544 -0.16 -0.25 0.34 0.7984
H 1.38906 3.18437 0.72232 -0.69 0.34 -0.06 0.5408
H 1.35639 2.44859 -0.92896 -0.92 0.23 0.20 0.0833
H 2.57083 2.17451 0.11175 -1.71 -0.90 0.65 0.2300
H 0.54178 2.51043 3.41891 -0.08 0.67 -0.50 0.2874
H -0.38109 3.38000 2.05010 0.50 0.48 -0.07 0.4862
H -1.15267 2.37814 3.23348 -0.20 0.16 0.09 0.4034
H -0.46008 -2.62823 -2.84354 0.07 0.17 0.16 0.4520
H -0.53027 -0.96784 -2.85710 0.15 -0.16 0.78 0.2758
H -0.95453 -1.99366 -1.44156 -0.55 0.77 -0.55 0.1379
H 2.26017 2.42983 -3.85072 -0.04 0.06 -0.03 0.2874
H 0.94466 3.19324 -3.54591 0.20 -0.11 -0.08 0.2986
O 1.33901 2.31058 -3.59453 -0.10 0.30 0.08 -0.6370
H -0.73211 2.00553 -1.84390 -0.01 0.12 0.34 0.2836
H -2.02963 2.65684 -1.31064 0.35 0.10 0.11 0.3202
O -1.60573 2.32149 -2.10533 0.16 0.12 -0.28 -0.7010
H -1.29728 0.94789 -3.60747 -0.42 0.05 0.06 0.3395
H 0.14139 1.07978 -4.04171 0.03 -0.44 0.00 0.3334
O -0.56663 0.40986 -3.92674 0.06 0.03 -0.08 -0.7334
H -0.75210 -3.14707 0.72508 -0.45 -0.41 -0.06 0.2897
H 0.58576 -3.60982 0.95467 -0.35 -0.76 -0.17 0.3555
O -0.21493 -3.91656 0.47735 0.62 1.19 0.32 -0.6395
H -3.12619 -1.57934 -0.14189 -0.08 0.07 -0.05 0.2558
H -3.32802 -1.10589 -1.59138 0.03 0.18 0.22 0.3147
O -2.80745 -1.71190 -1.04279 0.08 -0.22 0.17 -0.6217
H 3.69067 -1.19046 3.17548 -0.14 0.17 -0.03 0.3009
H 4.19051 -2.16067 2.15331 0.01 0.09 -0.33 0.2776
O 3.57893 -1.41914 2.24400 0.02 -0.54 0.60 -0.5793
H -2.38728 0.60021 2.33595 -0.47 0.05 -0.46 0.3878
H -3.37013 0.87563 1.13810 0.20 0.15 0.19 0.2664
O -3.16578 0.26962 1.85499 0.07 -0.38 0.19 -0.6658
H 3.16902 0.41343 1.32911 0.82 0.44 -0.42 0.2447
H 4.37108 1.31652 1.63732 0.08 -0.10 -0.12 0.2793
O 3.82489 1.01217 0.90323 -0.01 -0.59 0.65 -0.6145
H -4.04790 1.08727 -2.87484 -0.08 -0.55 -0.02 0.2931
H -3.83794 1.58024 -1.52011 0.02 -0.22 0.43 0.2494
O -3.93500 0.73932 -1.97636 -0.35 0.50 -0.59 -0.5844
H -2.59518 -1.63173 3.07658 0.00 0.42 -0.03 0.2895
H -1.80689 -2.46373 4.01696 -0.02 0.09 0.25 0.3339
O -1.80974 -1.57691 3.63857 -0.64 -0.38 -0.09 -0.6340
H 1.47615 -2.69059 3.13750 0.05 0.25 -0.48 0.2369
H 0.13269 -2.65419 3.74210 -0.41 0.23 -0.12 0.2265
O 0.56668 -2.43784 2.91310 1.08 -0.43 0.34 -0.4506